# 1
Molecular formula: H18HeO9
Method: DFT, ωB97M-V/def2-TZVPD

Calculated values
E_LUMO   -0.1 eV
Total energy   -690.8563 a.u.
HOMO   -9.96 eV
HOMO-LUMO gap   9.8298 eV
Energy above the lowest of the compared OMol25 structures with the same formula, charge and spin   22.7 kJ/mol

CARTESIAN COORDINATES (ANGSTROEM)
O1 13.493 -0.702 -3.429
H1 12.334 -1.320 -0.130
H2 14.770 -3.242 -1.893
H3 16.922 -1.024 -3.450
H4 18.081 -1.907 -3.040
He1 15.209 -0.514 -1.497
H5 16.241 -3.202 -2.251
O2 15.971 -3.365 1.517
H6 16.833 -0.485 0.363
H7 13.179 -1.071 -2.603
O3 15.917 0.773 1.652
H8 11.900 -2.515 -0.952
H9 17.205 -1.182 -0.928
H10 13.264 -1.357 -4.087
O4 17.162 -1.315 0.019
O5 17.246 -1.560 -2.726
H11 16.568 -0.395 -5.738
H12 15.277 -3.611 0.906
H13 13.630 0.974 -4.097
H14 16.381 -2.597 1.118
O6 12.608 -1.878 -0.858
H15 15.008 0.542 1.842
H16 15.989 1.693 1.904
H17 14.082 2.417 -4.029
H18 15.606 0.043 -4.654
O7 15.561 -3.782 -1.909
O8 13.901 1.709 -4.647
O9 16.513 0.138 -4.944


# 2
Molecular formula: H18Li3O13S
Method: DFT, ωB97M-V/def2-TZVPD

Calculated values
E_LUMO (spin up / spin down)   -1.5 / -1.4 eV
Total energy   -1409.7918 a.u.
HOMO (spin up / spin down)   -5.80 / -9.68 eV
2S+1   2
<S²>   0.750
HOMO-LUMO gap (spin up / spin down)   4.2815 / 8.2933 eV
Energy above the lowest of the compared OMol25 structures with the same formula, charge and spin   15.8 kJ/mol

CARTESIAN COORDINATES (ANGSTROEM)
Li1 0.023 3.597 -0.560
O1 2.778 -0.736 2.048
H1 0.084 -0.533 -3.913
O2 -0.104 2.123 3.098
H2 -0.142 -1.157 1.769
O3 -1.499 0.748 0.060
H3 1.965 -0.231 2.045
H4 -3.739 -1.162 0.255
Li2 -2.706 2.205 0.322
H5 0.710 2.087 3.600
H6 1.902 1.915 1.070
O4 2.776 2.304 1.062
O5 0.572 0.461 1.200
H7 2.736 -1.254 2.852
H8 -2.233 0.845 -1.480
O6 0.201 -0.609 -0.931
O7 -2.674 0.725 -2.320
H9 0.011 1.472 2.406
H10 2.817 -1.567 0.158
H11 0.463 -0.496 -2.448
Li3 1.095 1.826 -2.567
S1 -0.043 0.581 -0.124
H12 -3.136 -0.109 -2.233
H13 2.702 3.051 0.468
O8 -3.075 -1.110 0.943
H14 -0.276 -3.647 -2.138
H15 1.503 -1.391 -0.573
H16 -1.439 -1.926 1.625
O9 -1.000 -3.023 -2.186
O10 -0.547 -2.003 1.963
O11 0.580 1.778 -0.746
H17 -2.572 -0.324 0.731
O12 2.226 -2.006 -0.453
H18 -0.693 -2.261 -1.694
O13 0.733 -0.175 -3.308


# 3
Molecular formula: H18NO12
Method: DFT, ωB97M-V/def2-TZVPD

Calculated values
E_LUMO   2.8 eV
Total energy   -968.3805 a.u.
HOMO   -7.23 eV
Total charge   -1
HOMO-LUMO gap   9.9986 eV
Energy above the lowest of the compared OMol25 structures with the same formula, charge and spin   238.5 kJ/mol

CARTESIAN COORDINATES (ANGSTROEM)
H1 12.864 9.849 -17.685
H2 11.734 7.512 -17.302
H3 15.191 6.883 -16.989
O1 7.841 7.592 -18.125
H4 9.543 6.424 -21.495
O2 12.175 7.278 -19.045
H5 8.222 8.251 -18.757
H6 8.267 6.309 -22.316
H7 14.044 9.292 -17.111
H8 14.348 5.068 -18.424
H9 10.751 7.102 -16.233
H10 10.705 11.234 -16.594
H11 10.525 4.530 -19.152
H12 10.575 5.928 -19.104
O3 13.678 10.165 -17.339
H13 7.954 9.530 -20.037
H14 9.387 9.606 -20.066
O4 14.603 7.637 -16.992
O5 8.905 5.764 -21.845
H15 13.805 7.284 -17.382
O6 13.549 4.704 -18.813
H16 10.238 10.433 -17.817
O7 11.352 9.217 -18.665
H17 7.284 6.950 -18.520
O8 11.717 7.158 -16.406
H18 13.139 5.420 -19.253
O9 10.390 7.861 -20.012
N1 11.391 8.179 -19.397
O10 10.135 5.248 -18.621
O11 8.643 10.018 -19.581
O12 9.942 10.864 -16.990


# 4
Molecular formula: H18NO7
Method: DFT, ωB97M-V/def2-TZVPD

Calculated values
E_LUMO   -3.6 eV
Total energy   -591.8635 a.u.
HOMO   -14.88 eV
Total charge   +1
HOMO-LUMO gap   11.2831 eV
Energy above the lowest of the compared OMol25 structures with the same formula, charge and spin   574.1 kJ/mol

CARTESIAN COORDINATES (ANGSTROEM)
O1 37.556 52.761 40.397
O2 41.094 50.111 41.293
H1 42.571 48.602 39.153
O3 42.546 53.182 38.567
O4 37.993 48.863 39.136
H2 40.232 52.289 38.253
H3 38.867 48.346 39.040
H4 36.807 52.174 40.460
H5 42.435 49.756 40.103
H6 39.925 52.078 39.660
O5 42.879 49.503 39.288
O6 39.931 53.913 36.776
H7 40.778 49.272 41.473
H8 42.646 53.245 37.664
H9 41.923 50.269 41.761
H10 39.039 53.995 36.949
H11 37.373 53.432 39.575
H12 40.145 50.679 38.858
O7 37.735 50.355 36.807
H13 38.995 51.508 38.466
H14 40.026 53.710 36.031
H15 42.725 52.346 38.878
H16 37.537 49.026 40.095
H17 36.875 50.471 36.722
H18 37.873 49.560 37.387
N1 39.832 51.596 38.789


# 5
Molecular formula: H18O9
Method: DFT, ωB97M-V/def2-TZVPD

Calculated values
E_LUMO (spin up / spin down)   2.9 / 2.9 eV
Total energy   -687.9333 a.u.
HOMO (spin up / spin down)   -0.02 / -8.15 eV
2S+1   2
Total charge   -1
<S²>   0.751
HOMO-LUMO gap (spin up / spin down)   2.9004 / 11.0048 eV
Energy above the lowest of the compared OMol25 structures with the same formula, charge and spin   60.0 kJ/mol

CARTESIAN COORDINATES (ANGSTROEM)
H1 -22.753 12.311 -14.799
H2 -28.660 12.885 -17.919
H3 -24.064 11.159 -18.063
H4 -27.721 14.119 -15.318
O1 -25.842 11.061 -16.182
H5 -22.780 8.632 -16.019
H6 -23.798 9.635 -16.519
O2 -23.401 12.999 -14.951
H7 -29.548 11.673 -18.106
H8 -29.095 12.500 -15.398
O3 -29.209 12.267 -17.436
H9 -26.558 11.696 -16.169
H10 -26.992 8.394 -17.113
O4 -23.629 11.308 -18.902
O5 -26.548 9.042 -17.660
O6 -25.691 7.509 -14.748
H11 -30.155 13.253 -14.623
H12 -23.268 10.454 -19.141
H13 -24.898 7.769 -14.279
O7 -22.861 9.522 -16.362
O8 -27.105 14.840 -15.443
H14 -26.195 10.310 -16.658
H15 -24.130 12.551 -15.380
O9 -29.213 13.083 -14.648
H16 -27.524 15.404 -16.093
H17 -26.494 8.631 -18.523
H18 -26.006 8.317 -15.153


# 6
Molecular formula: H18O9
Method: DFT, ωB97M-V/def2-TZVPD

Calculated values
E_LUMO   0.0 eV
Total energy   -687.9646 a.u.
HOMO   -10.50 eV
HOMO-LUMO gap   10.4740 eV
Energy above the lowest of the compared OMol25 structures with the same formula, charge and spin   160.7 kJ/mol

CARTESIAN COORDINATES (ANGSTROEM)
H1 1.209 0.936 -1.991
H2 0.403 0.517 0.858
H3 1.006 3.512 2.584
O1 0.102 3.461 2.260
H4 0.161 0.292 -0.655
H5 -2.302 -2.951 -0.759
O2 -1.093 -1.794 2.283
H6 -2.173 -1.439 -0.498
H7 3.823 0.559 0.992
H8 -0.719 0.856 3.969
H9 -1.754 0.125 -2.259
H10 0.629 -0.993 -3.087
H11 2.765 0.428 -0.114
H12 -0.094 -1.835 -4.143
H13 -1.488 -1.802 1.387
O3 -2.501 -2.275 -0.102
H14 1.801 1.504 -3.287
O4 1.565 0.677 -2.853
O5 -0.545 0.812 3.024
H15 -2.162 0.719 -0.900
H16 -0.173 2.542 2.438
H17 -0.609 -2.623 2.348
H18 -0.774 -0.106 2.766
O6 -1.546 0.096 -1.314
O7 0.035 -1.758 -3.193
O8 3.580 0.016 0.236
O9 0.854 0.521 0.005


# 7
Molecular formula: H18O9
Method: DFT, ωB97M-V/def2-TZVPD

Calculated values
E_LUMO   -0.3 eV
Total energy   -687.8031 a.u.
HOMO   -10.40 eV
HOMO-LUMO gap   10.0695 eV
Energy above the lowest of the compared OMol25 structures with the same formula, charge and spin   584.7 kJ/mol

CARTESIAN COORDINATES (ANGSTROEM)
H1 -3.637 -0.635 0.484
O1 2.859 -2.180 -1.391
O2 -0.094 -0.387 -0.875
H2 3.532 -2.688 -0.924
O3 2.139 2.415 -1.679
H3 2.027 -2.504 -1.030
O4 -4.533 -0.457 0.176
H4 -1.590 2.140 -0.254
H5 0.066 2.165 1.940
H6 2.053 1.793 -0.949
H7 3.236 -0.568 2.332
H8 -2.262 3.384 -0.815
O5 -1.433 3.075 -0.430
H9 -4.421 -0.228 -0.754
O6 -1.850 -3.178 -0.362
H10 0.595 -0.046 0.974
H11 2.430 0.021 3.478
H12 0.135 -1.318 -0.771
H13 -0.879 -0.116 0.610
H14 -1.845 -2.228 -0.195
H15 -1.149 -3.305 -1.011
O7 -0.185 -0.606 1.065
O8 -0.261 2.410 1.067
H16 -0.364 -0.313 -1.797
O9 2.351 -0.563 2.715
H17 0.098 1.733 0.483
H18 2.982 2.184 -2.086


# 8
Molecular formula: H18O9
Method: DFT, ωB97M-V/def2-TZVPD

Calculated values
E_LUMO   -0.2 eV
Total energy   -687.8090 a.u.
HOMO   -11.25 eV
HOMO-LUMO gap   11.0910 eV
Energy above the lowest of the compared OMol25 structures with the same formula, charge and spin   569.1 kJ/mol

CARTESIAN COORDINATES (ANGSTROEM)
H1 3.174 2.325 0.126
H2 3.548 2.969 1.550
O1 0.488 -1.751 -1.902
O2 -0.587 1.505 0.817
H3 1.889 -2.371 2.245
O3 -1.410 3.475 -1.989
H4 -0.104 2.309 -1.209
H5 -2.479 -0.420 0.033
H6 0.905 -3.230 2.849
O4 1.518 -2.571 3.069
H7 -3.832 -1.971 0.665
H8 3.179 -3.059 -0.706
O5 2.812 -3.692 -0.110
H9 -0.295 -1.349 -1.330
O6 -3.255 -2.129 1.344
H10 -2.207 3.925 -1.962
O7 3.036 2.914 0.803
H11 0.241 -2.691 -1.832
O8 -2.526 0.494 -0.316
O9 0.208 1.554 -1.745
H12 -0.933 1.917 1.700
H13 0.076 2.017 -2.468
H14 -2.572 -1.546 1.166
H15 1.896 -3.597 -0.216
H16 -1.438 3.044 -1.023
H17 -1.559 0.569 -0.350
H18 0.228 1.360 0.790


# 9
Molecular formula: H18O9
Method: DFT, ωB97M-V/def2-TZVPD

Calculated values
E_LUMO   -0.4 eV
Total energy   -687.9401 a.u.
HOMO   -9.58 eV
HOMO-LUMO gap   9.1927 eV
Energy above the lowest of the compared OMol25 structures with the same formula, charge and spin   225.0 kJ/mol

CARTESIAN COORDINATES (ANGSTROEM)
H1 5.442 -6.721 8.521
O1 5.188 -5.926 9.002
H2 4.301 -2.895 13.757
H3 1.499 -2.886 12.221
H4 4.572 -4.347 6.475
H5 2.685 -2.626 9.738
O2 4.727 -3.171 12.939
H6 4.005 -3.498 12.388
H7 0.067 -4.396 8.798
H8 5.052 -5.251 8.319
O3 3.796 -4.195 7.028
H9 1.353 -4.685 9.579
O4 0.553 -5.109 9.220
O5 -0.043 -1.307 10.033
O6 3.062 -3.503 9.602
O7 4.643 -0.725 11.119
H10 -0.517 -1.750 9.320
H11 1.645 -1.627 11.366
H12 4.324 -1.482 11.636
H13 1.472 -0.275 9.748
H14 3.332 -3.520 8.665
O8 2.068 -2.119 12.085
H15 3.914 -0.532 10.498
H16 -0.706 -1.170 10.723
H17 2.492 0.612 9.012
O9 2.379 0.074 9.804
H18 3.156 -4.863 6.746